Entry 1:
{
  "formula": "C7H6BrNO",
  "method": "ωB97M-V/def2-TZVPD",
  "symbols": ["C", "C", "C", "C", "C", "C", "C", "N", "O", "Br", "H", "H", "H", "H", "H", "H"],
  "xyz": [[-0.97, 1.95, -0.42], [1.56, 0.15, -1.09], [-1.46, 0.61, -0.27], [1.35, 1.43, -0.34], [2.32, 1.79, 0.51], [-0.67, -0.47, -0.49], [-1.27, -1.80, -0.32], [0.26, 2.26, -0.56], [0.56, -0.70, -1.11], [-3.37, 0.33, 0.04], [-1.59, 2.84, -0.32], [2.22, 2.72, 1.22], [3.21, 1.25, 0.55], [-1.59, -1.92, 0.78], [-0.57, -2.62, -0.53], [-2.00, -2.00, -1.07]],
  "lowdin_charge": [-0.18, 0.06, -0.53, -0.40, 0.08, -0.32, -0.10, 0.11, 0.01, 0.75, 0.11, 0.12, 0.03, 0.12, 0.09, 0.07],
  "largest_force_ev_per_a": 3.4,
  "homo_energy_ev": -8.463,
  "orbital_gap_ev": 8.022,
  "relative_energy_ev": 3.8560
}



Entry 2:
{
  "formula": "C5H12N",
  "method": "ωB97M-V/def2-TZVPD",
  "symbols": ["C", "C", "C", "C", "C", "N", "H", "H", "H", "H", "H", "H", "H", "H", "H", "H", "H", "H"],
  "xyz": [[-1.77, 0.02, -0.27], [-0.95, -0.08, 0.72], [-3.26, 0.24, -0.15], [1.66, 0.09, -1.17], [1.27, -0.55, 0.09], [2.23, -0.07, 1.05], [-1.42, -0.40, -1.23], [-0.93, 0.08, 1.84], [-3.81, -0.78, -0.05], [-3.69, 0.72, -1.06], [-3.50, 0.94, 0.75], [2.57, -0.36, -1.63], [0.88, 0.11, -1.92], [2.00, 1.04, -0.83], [1.09, -1.53, 0.20], [3.17, 0.03, 0.46], [2.42, -0.51, 1.90], [2.04, 0.99, 1.29]],
  "lowdin_charge": [-0.26, 0.10, -0.10, -0.08, -0.22, 0.13, 0.11, 0.09, 0.11, 0.08, 0.11, 0.12, 0.09, 0.07, 0.07, 0.22, 0.14, 0.22],
  "largest_force_ev_per_a": 5.8,
  "homo_energy_ev": -13.197,
  "orbital_gap_ev": 9.542,
  "total_charge": 1,
  "relative_energy_ev": 5.0965
}



Entry 3:
{
  "formula": "C31H67F5N4O7P",
  "method": "ωB97M-V/def2-TZVPD",
  "symbols": ["C", "C", "O", "P", "O", "C", "C", "N", "C", "C", "N", "N", "C", "N", "C", "C", "C", "C", "C", "F", "F", "C", "F", "F", "F", "O", "C", "C", "H", "H", "H", "H", "H", "H", "H", "H", "H", "H", "H", "H", "H", "H", "H", "H", "H", "H", "H", "H", "H", "H", "H", "H", "H", "H", "H", "C", "C", "O", "C", "C", "H", "H", "H", "H", "H", "H", "H", "H", "H", "H", "C", "C", "O", "C", "C", "H", "H", "H", "H", "H", "H", "H", "H", "H", "H", "C", "C", "O", "C", "C", "H", "H", "H", "H", "H", "H", "H", "H", "H", "H", "C", "C", "O", "C", "C", "H", "H", "H", "H", "H", "H", "H", "H", "H", "H"],
  "xyz": [[-0.61, -0.48, -0.88], [-0.29, -1.30, -2.18], [0.97, -0.97, -2.84], [2.29, -1.48, -1.99], [2.66, -0.54, -0.88], [3.74, -1.57, -3.15], [4.23, -0.19, -3.70], [4.81, 0.75, -2.71], [4.75, 2.09, -3.02], [4.15, 2.78, -4.31], [4.27, 4.23, -4.32], [5.33, 2.90, -2.08], [5.80, 1.96, -1.09], [6.52, 2.41, 0.07], [5.49, 0.60, -1.47], [5.81, -0.74, -0.77], [6.16, -0.51, 0.77], [4.99, 0.21, 1.55], [4.49, -0.56, 2.83], [5.51, -1.22, 3.49], [3.44, -1.43, 2.54], [3.88, 0.46, 3.90], [4.87, 1.08, 4.61], [3.10, 1.36, 3.20], [3.06, -0.21, 4.78], [1.99, -3.04, -1.51], [1.74, -3.18, -0.09], [3.05, -3.73, 0.59], [0.21, -0.46, -0.12], [-0.87, 0.60, -1.11], [-1.51, -0.94, -0.38], [-0.43, -2.39, -1.94], [-1.10, -1.05, -2.93], [4.59, -2.19, -2.72], [3.39, -2.17, -4.05], [4.95, -0.27, -4.56], [3.32, 0.32, -4.13], [4.76, 2.40, -5.18], [3.09, 2.45, -4.52], [3.56, 4.70, -3.75], [5.21, 4.56, -4.11], [5.43, 3.91, -2.06], [7.15, 3.17, -0.24], [5.91, 2.79, 0.79], [6.71, -1.23, -1.25], [4.96, -1.47, -0.77], [6.40, -1.51, 1.23], [7.07, 0.13, 0.83], [4.06, 0.40, 0.93], [5.31, 1.22, 1.93], [1.30, -2.28, 0.41], [0.97, -4.00, 0.01], [2.96, -3.78, 1.71], [3.22, -4.79, 0.25], [3.98, -3.14, 0.32], [-0.31, -0.62, 4.25], [-0.45, -0.22, 2.79], [-1.79, 0.03, 2.40], [-2.45, 1.09, 3.06], [-1.79, 2.44, 2.86], [-0.98, -1.45, 4.49], [0.72, -0.92, 4.47], [-0.56, 0.21, 4.92], [-0.10, -1.05, 2.17], [0.19, 0.64, 2.56], [-2.56, 0.86, 4.13], [-3.46, 1.13, 2.65], [-0.80, 2.48, 3.34], [-2.40, 3.24, 3.29], [-1.64, 2.64, 1.79], [-4.56, 3.45, -2.19], [-3.11, 3.21, -2.58], [-2.79, 1.83, -2.72], [-3.49, 1.11, -3.71], [-3.26, 1.64, -5.12], [-4.82, 2.87, -1.31], [-4.72, 4.51, -1.98], [-5.24, 3.16, -2.99], [-2.46, 3.59, -1.79], [-2.85, 3.75, -3.49], [-4.56, 1.08, -3.48], [-3.13, 0.08, -3.66], [-3.69, 2.64, -5.25], [-3.73, 0.98, -5.86], [-2.20, 1.71, -5.33], [-6.88, 4.61, 5.65], [-6.07, 3.84, 4.63], [-4.81, 3.40, 5.12], [-4.84, 2.50, 6.22], [-5.54, 1.19, 5.91], [-6.30, 5.42, 6.08], [-7.78, 5.02, 5.19], [-7.20, 3.96, 6.47], [-5.85, 4.49, 3.78], [-6.63, 2.99, 4.22], [-5.27, 2.99, 7.10], [-3.79, 2.29, 6.47], [-6.61, 1.34, 5.75], [-5.43, 0.49, 6.75], [-5.13, 0.73, 5.01], [-3.76, -4.87, -3.78], [-2.28, -5.19, -3.65], [-1.75, -4.90, -2.37], [-2.30, -5.62, -1.28], [-2.10, -7.12, -1.39], [-3.97, -3.85, -3.46], [-4.09, -5.00, -4.81], [-4.36, -5.54, -3.15], [-1.73, -4.56, -4.36], [-2.07, -6.22, -3.93], [-3.36, -5.37, -1.15], [-1.79, -5.26, -0.38], [-2.67, -7.55, -2.22], [-2.43, -7.62, -0.47], [-1.05, -7.37, -1.56]],
  "lowdin_charge": [-0.07, -0.24, -0.22, 0.62, -0.28, -0.17, -0.13, 0.03, -0.16, -0.17, 0.00, 0.19, -0.20, 0.09, -0.06, -0.11, -0.14, -0.08, -0.35, 0.09, 0.07, -0.44, 0.15, 0.12, 0.13, -0.23, -0.25, -0.07, 0.04, 0.08, 0.10, 0.11, 0.12, 0.10, 0.12, 0.15, 0.13, 0.14, 0.14, 0.09, 0.08, 0.16, 0.10, 0.09, 0.13, 0.07, 0.13, 0.11, 0.12, 0.11, 0.09, 0.13, 0.08, 0.09, 0.06, -0.07, -0.29, -0.17, -0.27, -0.07, 0.09, 0.06, 0.07, 0.10, 0.10, 0.10, 0.12, 0.07, 0.07, 0.08, -0.08, -0.28, -0.18, -0.28, -0.08, 0.08, 0.08, 0.07, 0.12, 0.11, 0.11, 0.10, 0.07, 0.08, 0.08, -0.08, -0.28, -0.18, -0.28, -0.08, 0.08, 0.08, 0.07, 0.12, 0.11, 0.11, 0.11, 0.07, 0.08, 0.07, -0.08, -0.28, -0.18, -0.28, -0.08, 0.08, 0.08, 0.07, 0.12, 0.11, 0.11, 0.11, 0.07, 0.08, 0.08],
  "largest_force_ev_per_a": 5.1,
  "homo_energy_ev": -10.912,
  "orbital_gap_ev": 8.428,
  "total_charge": 1
}



Entry 4:
{
  "formula": "C4H5N3",
  "method": "ωB97M-V/def2-TZVPD",
  "symbols": ["N", "C", "C", "C", "N", "C", "N", "H", "H", "H", "H", "H"],
  "xyz": [[-1.42, -2.08, -0.98], [-1.79, -1.54, -1.97], [0.50, 0.06, -0.56], [0.88, 1.36, 0.04], [0.43, 1.28, 1.42], [-0.09, 0.12, 1.53], [-0.04, -0.65, 0.36], [0.57, -0.31, -1.59], [1.95, 1.57, -0.02], [0.35, 2.16, -0.49], [-0.54, -0.31, 2.42], [-0.79, -1.66, -0.15]],
  "lowdin_charge": [-0.06, -0.15, -0.06, -0.18, 0.08, -0.16, 0.04, 0.13, 0.14, 0.14, 0.13, -0.03],
  "largest_force_ev_per_a": 1.7,
  "homo_energy_ev": -10.420,
  "orbital_gap_ev": 9.991,
  "relative_energy_ev": 3.0653
}